# 1
Entry from the Open Molecules 2025 dataset: a molecular structure, C45H36FeN8O7S2 (wB97M-V/def2-TZVPD).

```
99
Properties=species:S:1:pos:R:3:forces:R:3:lowdin_spin:R:1
Fe -0.002968 -0.188265 -0.258870 0.1 -0.3 0.5 3.758
C 2.592714 -3.405210 -2.240560 -0.1 0.0 0.3 0.000
O 3.642843 -2.454223 -2.213603 0.1 -0.1 -0.3 0.001
C 3.328380 -1.227614 -2.764530 -0.1 0.0 0.2 0.003
C 3.932638 -0.858731 -3.939579 0.1 0.1 0.0 -0.001
C 3.736115 0.422046 -4.475812 0.0 0.0 0.0 0.003
C 2.936501 1.302486 -3.779732 0.0 0.0 0.0 -0.002
C 2.281424 0.948033 -2.591610 0.0 0.0 -0.1 0.002
C 1.473240 1.968874 -1.951229 0.0 0.0 0.1 -0.005
N 0.695606 1.759847 -0.963554 -0.1 -0.1 -0.3 0.035
N 0.001586 2.860589 -0.485696 -0.1 0.1 0.0 0.001
C -1.165885 2.477634 -0.028476 0.0 0.0 0.0 0.007
O -1.666241 1.309653 -0.102311 0.0 0.1 0.0 0.034
C -1.980570 3.546969 0.641484 0.0 0.0 0.0 0.002
C -1.464548 4.819385 0.882624 0.0 0.0 0.0 0.001
C -2.238871 5.781160 1.512718 0.0 0.0 0.0 0.000
C -3.538612 5.485594 1.909337 0.0 0.0 0.0 0.001
C -4.053600 4.217731 1.677765 0.0 0.0 0.0 0.000
C -3.277042 3.252918 1.050373 0.0 0.0 0.0 0.001
C 2.417060 -0.370516 -2.060465 0.0 -0.1 -0.1 0.004
O 1.790967 -0.837225 -1.047851 -0.3 0.2 0.0 0.054
H 3.022943 -4.362259 -1.943030 0.0 0.0 0.0 0.000
H 2.174731 -3.496477 -3.252406 0.0 0.0 0.0 0.000
H 1.809059 -3.135684 -1.529140 0.0 0.0 0.0 0.000
H 4.595552 -1.572737 -4.416875 0.0 0.0 0.0 0.000
H 4.220693 0.716952 -5.398210 0.0 0.0 0.0 0.000
H 2.791149 2.311234 -4.156313 0.0 0.0 0.0 0.000
H 1.535854 2.980845 -2.360800 0.0 0.0 0.0 0.001
H -0.450205 5.026893 0.567121 0.0 0.0 0.0 0.000
H -1.826458 6.766177 1.700931 0.0 0.0 0.0 0.000
H -4.142663 6.238778 2.402371 0.0 0.0 0.0 0.000
H -5.062435 3.976876 1.992894 0.0 0.0 0.0 0.000
H -3.646517 2.250588 0.875487 0.0 0.0 0.0 0.000
O 3.050101 1.319715 0.687565 0.0 0.0 0.0 0.000
S 2.624600 0.844253 1.974535 -0.1 0.1 0.1 0.003
O 3.548044 -0.005386 2.699207 0.0 0.0 0.0 0.001
N 1.132626 0.291026 1.891229 0.2 -0.1 -0.2 0.019
C 0.536541 -0.127540 3.047309 0.0 0.0 0.0 0.001
C 1.071497 -0.146900 4.334028 0.0 0.0 0.0 0.000
C 0.292756 -0.476538 5.456071 0.0 0.0 0.0 0.000
C -1.028716 -0.812725 5.359687 0.0 0.0 0.0 0.000
C -1.613233 -0.865560 4.071930 0.0 0.0 0.0 0.001
C -2.959357 -1.229062 3.860654 0.0 0.0 0.0 -0.001
C -3.464828 -1.279898 2.591981 0.0 0.0 0.0 0.001
C -2.609303 -0.982275 1.516331 0.0 0.0 0.0 0.001
N -1.353824 -0.652190 1.683681 0.1 0.2 -0.1 0.021
C -0.838945 -0.557327 2.927265 0.0 -0.1 0.0 0.002
C 2.473825 2.336517 2.975249 0.1 0.1 -0.1 0.001
C 3.469204 2.672913 3.878394 0.0 0.0 0.1 0.000
C 3.393063 3.872984 4.574720 0.0 0.0 0.0 0.000
C 2.321480 4.730410 4.366432 0.0 0.0 0.0 0.000
C 1.326142 4.387719 3.458320 0.0 0.0 0.0 0.000
C 1.403040 3.193883 2.757046 0.0 0.0 0.0 0.000
H 2.116846 0.071431 4.481681 0.0 0.0 0.0 0.000
H 0.773069 -0.452917 6.429025 0.0 0.0 0.0 0.000
H -1.627685 -1.050629 6.231418 0.0 0.0 0.0 0.000
H -3.577542 -1.462769 4.721905 0.0 0.0 0.0 0.000
H -4.495290 -1.552909 2.401049 0.0 0.0 0.0 0.000
H -2.963013 -1.022941 0.491425 0.0 0.0 0.0 0.000
H 4.286803 1.980140 4.033187 0.0 0.0 0.0 0.000
H 4.169383 4.135638 5.284617 0.0 0.0 0.0 0.000
H 2.260921 5.666307 4.910561 0.0 0.0 0.0 0.000
H 0.484210 5.049852 3.292505 0.0 0.0 0.0 0.000
H 0.646168 2.921443 2.031755 0.0 0.0 0.0 0.000
S -1.215495 -0.277048 -7.008223 0.0 0.1 0.0 0.000
C -1.055250 -0.295696 -5.231943 0.0 -0.2 0.0 -0.001
C -1.575208 0.727872 -4.453940 0.0 0.0 0.0 0.001
C -1.398880 0.656594 -3.081558 0.0 0.0 0.0 0.002
N -0.751409 -0.341801 -2.490822 0.0 0.0 0.1 0.024
C -0.269753 -1.324751 -3.238543 0.0 0.0 0.0 0.001
C -0.392578 -1.345685 -4.620689 0.0 0.0 0.0 0.001
C -2.984398 -0.194496 -7.140786 0.0 0.0 0.1 0.000
C -3.803243 -1.144420 -6.540594 0.0 0.0 0.0 0.000
C -5.174233 -1.023350 -6.684868 0.0 0.0 0.0 0.000
N -5.769644 -0.054751 -7.383541 0.0 0.0 0.0 0.000
C -4.974358 0.844212 -7.954799 0.0 0.0 0.0 0.000
C -3.590147 0.825966 -7.860560 0.0 -0.1 -0.1 0.000
H -2.099412 1.563512 -4.898855 0.0 0.0 0.0 0.000
H -1.775756 1.423430 -2.416174 0.0 0.0 0.0 0.000
H 0.225562 -2.119982 -2.697493 0.0 0.0 0.0 0.000
H 0.024193 -2.158699 -5.199414 0.0 0.0 0.0 0.000
H -3.377807 -1.948261 -5.954358 0.0 0.0 0.0 0.000
H -5.831424 -1.745946 -6.213710 0.0 0.0 0.0 0.000
H -5.467307 1.636067 -8.509855 0.0 0.0 0.0 0.000
H -2.992390 1.591844 -8.336263 0.0 0.0 0.0 0.000
C -3.531078 -4.790483 -0.939506 0.0 0.0 0.0 0.000
N -2.226047 -4.374130 -0.482599 0.0 0.0 0.0 0.001
C -1.461816 -5.180350 0.313901 0.0 0.0 0.0 0.000
C -0.311181 -4.746137 0.833622 0.0 0.0 0.0 0.000
C 0.094282 -3.347312 0.609997 -0.1 0.0 0.0 0.000
O 1.056116 -2.881736 1.204250 0.0 0.0 0.0 0.000
N -0.655203 -2.595218 -0.270715 0.0 0.1 -0.2 0.018
C -1.800426 -3.057940 -0.801092 0.1 0.0 0.0 0.003
O -2.550770 -2.419088 -1.549847 0.0 0.0 0.0 0.000
H -3.620310 -5.870614 -0.813643 0.0 0.0 0.0 0.000
H -3.660684 -4.529342 -1.987775 0.0 0.0 0.0 0.000
H -4.330050 -4.299384 -0.376533 0.0 0.0 0.0 0.000
H -1.852322 -6.178104 0.482808 0.0 0.0 0.0 0.000
H 0.307554 -5.366825 1.463865 0.0 0.0 0.0 0.000
```
Forces are in eV/Å.

Summary:
Kohn-Sham gap (spin up / spin down) = 5.5 / 5.4 eV
charge = -2
F_max = 0.59 eV/Å
energy relative to the best compared isomer or geometry (same formula, charge and spin) = 0.00 kcal per mole
multiplicity = 5

# 2
Entry from the Open Molecules 2025 dataset: a molecular structure, C45H37ClN6O6PPb (wB97M-V/def2-TZVPD).

```
97
Properties=species:S:1:pos:R:3:forces:R:3:mulliken_charge:R:1
Pb 0.035091 -0.632174 -0.011049 -0.1 0.1 -0.3 2.390
C 2.435292 -0.148201 -2.512167 0.0 0.0 0.0 -0.653
O 1.273801 0.638507 -2.200866 0.0 -0.1 -0.2 0.248
C 1.053469 1.843368 -2.749388 0.1 0.1 0.0 1.277
C 1.903467 2.486474 -3.649308 0.0 -0.1 0.1 -1.348
C 1.599915 3.756419 -4.105151 0.0 0.1 0.0 -0.687
C 0.457214 4.430103 -3.676009 0.0 0.0 0.0 -1.093
C -0.397276 3.800878 -2.801808 0.0 0.0 0.0 -0.513
C -0.130330 2.500767 -2.346836 -0.2 -0.2 0.2 -0.181
N -0.970115 1.816974 -1.458779 0.3 0.3 -0.1 1.557
N -2.068184 2.401269 -1.210841 -0.1 0.1 0.1 -0.865
C -2.749352 2.319857 -0.089379 -0.2 0.1 -0.2 -0.781
C -2.126950 1.873408 1.165985 0.0 -0.4 0.2 0.595
O -0.989073 1.392666 1.193774 -0.1 0.2 0.1 -0.153
C -2.931821 1.962792 2.375443 0.0 0.1 0.0 -0.972
C -4.207785 2.373692 2.329537 0.0 0.0 -0.1 -0.817
C -4.864217 2.767257 1.095805 0.1 0.1 0.1 1.108
C -6.201702 3.165443 1.096828 0.0 0.0 0.0 -1.030
C -6.818946 3.553190 -0.076743 0.0 0.0 0.0 -0.627
C -6.097814 3.553393 -1.269525 0.0 0.0 0.0 -0.834
C -4.772182 3.164736 -1.286845 0.0 0.0 0.1 -0.443
C -4.140890 2.760921 -0.106798 0.1 0.2 0.0 0.917
H 3.072817 -0.166304 -1.629985 0.0 0.0 0.0 0.175
H 2.991922 0.242442 -3.355890 0.0 0.0 0.0 0.432
H 2.084189 -1.149924 -2.739980 0.0 -0.1 0.0 0.133
H 2.805420 2.009942 -3.997204 0.0 0.0 0.0 0.281
H 2.271904 4.231978 -4.808118 0.0 0.0 0.0 0.475
H 0.243304 5.429220 -4.028926 0.0 0.0 0.0 0.424
H -1.295422 4.291498 -2.456436 -0.1 0.0 0.0 0.508
H -2.451134 1.653018 3.293887 0.0 0.0 0.0 0.657
H -4.795425 2.409344 3.240710 0.0 0.0 0.0 0.431
H -6.751044 3.166660 2.030771 0.0 0.0 0.0 0.439
H -7.854807 3.864476 -0.068265 0.0 0.0 0.0 0.446
H -6.576992 3.862854 -2.188933 0.0 0.0 0.0 0.441
H -4.214464 3.167620 -2.212467 0.0 0.0 0.0 0.529
O 1.171035 -4.345644 -2.151079 0.0 0.1 0.0 -0.663
Cl 0.349256 -3.551165 -1.309350 0.0 0.0 0.0 1.799
O -0.690256 -4.305628 -0.686505 0.1 0.1 0.0 -0.641
O -0.231373 -2.434959 -2.062622 0.0 0.0 0.0 -0.690
O 1.182425 -2.921850 -0.256021 0.0 -0.1 -0.1 -0.718
N -3.220632 -1.360284 1.885828 0.0 0.0 0.0 0.266
C -2.146884 -2.094085 2.395609 0.0 0.0 0.0 0.246
C -2.433770 -3.027715 3.397402 0.0 0.0 0.0 -1.034
C -1.401253 -3.718720 3.986779 0.0 0.0 0.0 -0.482
C -0.095540 -3.479143 3.571109 0.0 0.0 0.0 -1.102
C 0.098455 -2.553757 2.575147 0.0 0.0 0.0 -0.206
N -0.899833 -1.860275 1.998671 0.0 -0.1 0.0 0.352
C -3.515133 -0.938386 0.593590 0.0 0.0 0.0 0.593
C -4.825290 -0.506709 0.336867 0.0 -0.1 0.0 -1.208
C -5.150894 -0.113962 -0.939033 0.0 -0.1 0.0 -0.327
C -4.184221 -0.166739 -1.942848 0.0 -0.1 0.0 -1.067
C -2.923321 -0.586998 -1.594106 0.0 -0.1 0.0 -0.550
N -2.580264 -0.939718 -0.343978 0.0 -0.1 0.0 0.103
H -4.047415 -1.459315 2.450653 0.0 0.0 0.0 0.290
H -3.460903 -3.211472 3.684463 0.0 0.0 0.0 0.434
H -1.610616 -4.454694 4.751869 0.0 0.0 0.0 0.415
H 0.745114 -4.006539 3.996797 0.0 0.0 0.0 0.483
H 1.094330 -2.344030 2.202229 0.0 0.0 0.0 0.499
H -5.561455 -0.492975 1.130832 0.0 0.0 0.0 0.372
H -6.154856 0.226715 -1.159077 0.0 0.0 0.0 0.481
H -4.408404 0.112624 -2.962109 0.0 0.0 0.0 0.479
H -2.127081 -0.655106 -2.327447 0.0 0.0 0.0 0.574
N 2.095624 0.334022 1.057697 0.1 0.1 0.2 -0.245
P 3.160716 1.457085 1.504756 -0.2 -0.2 -0.1 2.056
C 2.237852 2.956203 1.858246 0.0 0.1 0.1 0.452
C 2.403934 3.645433 3.057257 0.0 0.0 0.0 -0.638
C 1.653521 4.785931 3.305945 0.0 0.0 0.0 -0.781
C 0.739048 5.235362 2.364716 0.0 0.0 0.0 -0.842
C 0.567701 4.546035 1.170066 0.0 0.0 0.0 -0.776
C 1.308044 3.404013 0.920777 0.0 0.0 0.0 -0.402
C 4.121150 1.059995 2.971774 0.0 -0.1 0.1 -0.210
C 5.431099 1.490751 3.164378 0.0 0.1 0.0 -0.264
C 6.104568 1.158177 4.330566 0.0 0.0 0.0 -0.780
C 5.471378 0.401474 5.306329 0.0 0.0 0.0 -0.484
C 4.161960 -0.024756 5.121857 0.0 0.0 0.0 -0.699
C 3.489337 0.298984 3.955054 0.0 0.0 0.0 -0.441
C 4.333438 1.711474 0.166364 0.0 0.0 -0.1 0.008
C 4.243538 2.799105 -0.699415 0.0 0.0 0.1 -0.040
C 5.093201 2.884150 -1.792603 0.0 0.0 0.0 -0.735
C 6.024914 1.883448 -2.031426 0.0 0.0 0.0 -0.525
C 6.113968 0.793307 -1.175040 0.0 0.0 0.0 -0.777
C 5.270009 0.704716 -0.079831 0.0 0.0 0.0 -0.392
H 3.116661 3.297166 3.793786 0.0 0.0 0.0 0.415
H 1.784645 5.322787 4.235992 0.0 0.0 0.0 0.435
H 0.156158 6.125849 2.562570 0.0 0.0 0.0 0.434
H -0.147401 4.897380 0.436588 0.0 0.0 0.0 0.550
H 1.161373 2.847477 0.005359 0.0 0.0 0.0 0.296
H 5.925901 2.092642 2.411289 0.0 0.0 0.0 0.467
H 7.124609 1.488186 4.475432 0.0 0.0 0.0 0.424
H 6.001400 0.139039 6.212575 0.0 0.0 0.0 0.399
H 3.670010 -0.613457 5.884774 0.0 0.0 0.0 0.432
H 2.475162 -0.048599 3.793128 0.0 0.0 0.0 0.313
H 3.531651 3.593663 -0.514762 0.0 0.0 0.0 0.400
H 5.027286 3.736874 -2.456152 0.0 0.0 0.0 0.453
H 6.688825 1.955817 -2.883315 0.0 0.0 0.0 0.414
H 6.842874 0.014875 -1.357046 0.0 0.0 0.0 0.434
H 5.339242 -0.149844 0.583198 0.0 0.0 0.0 0.485
```
Forces are in eV/Å.

Summary:
Kohn-Sham gap (spin up / spin down) = 6.6 / 6.2 eV
charge = +1
F_max = 0.47 eV/Å
energy relative to the best compared isomer or geometry (same formula, charge and spin) = 82.28 kcal per mole